Entry 1:
A single C5H11NO2 molecule in a non-equilibrium geometry. Source: the Open Molecules 2025 dataset; level of theory: wB97M-V/def2-TZVPD.

Computed properties:
Structure (SMILES): CCC(=O)NCCO
HOMO energy (eV): -9.44
Spin multiplicity: 1

The geometry in XYZ format:
```
19
Properties=species:S:1:pos:R:3:forces:R:3:lowdin_charge:R:1
H -0.13810 -0.93126 0.60648 0.0 -0.2 0.1 0.1005
H 1.41998 0.97539 2.40067 -0.1 0.4 -0.1 0.1123
H -1.51840 -1.21734 -0.87843 0.0 -0.2 0.0 0.0494
C 0.22308 -0.50921 -2.04777 -0.5 -1.1 0.3 -0.1569
H -1.79804 -1.38404 -2.62360 0.5 -0.3 -0.1 0.0693
H 1.03570 -0.78510 2.45305 1.0 0.4 0.0 0.1133
O 0.99963 1.73963 -2.11620 0.2 0.2 0.0 0.0597
O -0.39820 0.28777 3.29194 -0.1 0.9 -0.6 -0.0756
H 0.84244 -1.30178 -1.60066 -0.1 0.0 -0.3 0.1152
H -0.03802 0.00291 4.12602 0.2 -0.1 0.4 0.0740
H -1.76590 0.17777 -1.88505 -0.2 -0.3 0.0 0.0880
C 0.64112 0.22685 2.30387 -1.1 -2.9 0.0 -0.2194
H 0.38449 -0.49786 -3.12236 0.5 0.4 0.1 0.1108
N 0.73541 0.86714 -0.04003 -0.2 -0.2 -0.2 0.0573
C -0.05412 0.09713 0.91451 0.7 1.7 1.0 -0.1660
C -1.28017 -0.81377 -1.85720 -0.3 1.6 0.5 -0.0949
C 0.66763 0.80085 -1.42655 -0.1 0.2 0.4 -0.4993
H 1.08099 1.72559 0.38177 -0.1 0.0 -0.8 0.1370
H -1.03952 0.53936 1.11954 -0.1 -0.2 -0.6 0.1253
```
Positions in Å, forces in eV/Å.

***

Entry 2:
A molecular structure, C5H11NO2 in a non-equilibrium geometry. Source: the Open Molecules 2025 dataset; level of theory: wB97M-V/def2-TZVPD.

Computed properties:
HOMO energy (eV): -8.02
Spin multiplicity: 1

The geometry in XYZ format:
```
19
Properties=species:S:1:pos:R:3:forces:R:3:lowdin_charge:R:1
H 1.45869 -0.45986 -2.00704 0.0 -0.1 0.0 0.0858
H 0.10141 1.45605 -1.85842 0.1 -0.1 0.1 0.0688
H -1.19194 2.12529 -0.92456 0.0 0.0 0.0 0.0792
C 1.94359 -0.18984 -1.07148 -0.1 0.0 0.1 -0.0380
H -1.71548 -1.38848 2.27355 0.1 -0.2 -0.1 0.0949
O -2.52467 0.39795 0.96857 0.2 0.0 0.2 0.0757
C -1.21775 0.00146 0.96665 0.2 0.0 -1.3 -0.4325
O 1.68563 -0.16820 1.27265 0.2 0.0 0.3 -0.0120
H 2.32477 0.82907 -1.16786 0.0 0.0 0.1 0.0934
H 0.53898 -1.67320 0.23165 0.8 1.2 -0.9 0.1440
H -0.18836 -1.77690 1.04120 -1.4 1.2 1.5 0.1321
H -1.44704 0.63429 -1.82552 0.0 0.0 0.0 0.0875
C -0.72433 1.17659 -1.20667 -0.3 0.2 0.1 -0.0544
C -0.29958 0.39882 0.01162 -0.4 0.1 0.3 -0.2163
H -2.66148 1.08446 0.30608 0.1 0.0 0.0 0.0928
H 1.04879 -0.31433 1.99293 0.1 0.2 -0.1 0.0852
N -0.90476 -1.01944 1.78858 1.0 -0.8 -0.5 0.0576
C 0.98545 -0.26641 0.08523 -0.6 -1.6 0.5 -0.4302
H 2.78808 -0.84732 -0.87716 0.0 0.0 -0.1 0.0866
```
Positions in Å, forces in eV/Å.

***

Entry 3:
A single C5H11NO2 molecule in a non-equilibrium geometry. Source: the Open Molecules 2025 dataset; level of theory: wB97M-V/def2-TZVPD.

Computed properties:
Structure (SMILES): CCN1OCC[C@H]1O
HOMO energy (eV): -8.99
Spin multiplicity: 1

The geometry in XYZ format:
```
19
Properties=species:S:1:pos:R:3:forces:R:3:lowdin_charge:R:1
N 0.05513 -0.64422 -0.28952 0.2 0.5 -0.8 -0.0928
H -1.10795 -1.26501 1.37334 0.0 0.9 -1.1 0.1748
C -0.78321 1.51672 -0.46891 -0.5 2.6 -0.3 -0.2359
O -2.14246 -1.14919 -0.48505 -1.8 3.0 1.4 0.0080
H -1.20465 1.26590 1.58729 -0.3 -0.4 0.4 0.1015
C -1.59159 0.84850 0.66297 0.0 -0.6 -0.3 -0.0812
O 0.01121 0.61574 -1.15706 0.0 -3.1 1.1 -0.1066
H 1.06758 0.31066 1.16057 1.0 -0.2 1.1 0.1107
H -2.71473 0.89311 0.63106 1.2 0.4 -0.2 0.1335
H 2.02790 -1.28330 -1.23295 1.5 1.7 0.8 0.1188
C 2.42058 -0.45296 -0.50851 -0.9 -2.6 0.7 -0.0768
H -2.01219 -2.00097 -0.80475 1.1 -2.3 -0.5 0.0602
H 3.41579 -0.66347 -0.08854 -0.5 -0.5 0.1 0.0657
C -1.19766 -0.62424 0.43125 0.1 -1.2 -0.3 -0.3784
H 1.47193 -1.56391 0.91787 -0.7 0.5 1.0 0.1213
C 1.25471 -0.55969 0.54234 0.8 0.4 -2.4 -0.2115
H 2.55256 0.48823 -0.93559 -0.4 1.5 -1.1 0.0316
H -1.48119 1.95687 -1.21613 0.5 0.0 0.5 0.1256
H -0.04177 2.31124 -0.11969 -1.4 -0.5 0.1 0.1317
```
Positions in Å, forces in eV/Å.

***

Entry 4:
A gas-phase ion, C5H11NO2 (charge +1) in a non-equilibrium geometry. Source: the Open Molecules 2025 dataset; level of theory: wB97M-V/def2-TZVPD.

Computed properties:
<S²>: 0.763
HOMO energy (spin up / spin down) (eV): -15.10 / -15.11
Spin multiplicity: 2
Charge: +1

The geometry in XYZ format:
```
19
Properties=species:S:1:pos:R:3:forces:R:3:lowdin_charge:R:1
C 0.18958 0.78059 0.21678 -0.8 0.1 -0.2 -0.2732
H -2.45580 0.85835 -1.06798 0.0 -0.4 -0.1 0.1536
H -2.38097 0.69680 0.61979 0.2 -0.4 0.2 0.1246
H 1.98741 1.03953 2.54259 0.0 0.0 0.1 0.1154
H 0.39649 2.66618 -0.86440 0.0 0.1 0.2 0.0975
N -0.77133 -0.12035 -0.43462 -0.3 -0.2 1.2 0.0403
H -2.77933 -0.77465 -0.36140 0.0 -0.2 -0.1 0.1110
H 1.80639 -0.64538 0.41294 -0.1 -0.3 0.1 0.1250
C 1.21032 -0.01317 1.06918 0.7 0.6 -0.1 -0.1923
O -1.15915 -2.33419 -0.81948 -0.2 0.1 0.1 0.1914
H 0.76862 1.27859 -1.83384 0.0 -0.1 0.0 0.0947
H 0.72518 -0.58751 1.85475 -0.1 -0.2 -0.1 0.1442
H 0.66459 -1.55604 -1.15285 0.1 0.2 0.1 0.1618
C -0.37408 -1.43935 -0.83618 0.3 -0.5 -0.6 -0.1854
H -0.42985 1.39011 0.87248 0.2 0.0 0.1 0.1495
O 2.11302 0.92836 1.59582 -0.2 0.0 0.0 -0.0137
H 1.91553 1.76738 -0.60160 0.0 0.2 0.1 0.0954
C 0.85653 1.68688 -0.82685 0.3 -0.3 -0.6 0.0192
C -2.17879 0.11854 -0.28606 -0.2 1.3 -0.3 0.0411
```
Positions in Å, forces in eV/Å.

***

Entry 5:
2 unconnected molecules or ions with the total composition C5H11NO3 in a non-equilibrium geometry. Source: the Open Molecules 2025 dataset; level of theory: wB97M-V/def2-TZVPD.

Computed properties:
Structure (SMILES): CCC(=O)O.CNC=O
HOMO energy (eV): -9.50
Spin multiplicity: 1

The geometry in XYZ format:
```
20
Properties=species:S:1:pos:R:3:forces:R:3:lowdin_charge:R:1
H -2.99064 0.04095 -0.48286 -0.1 0.0 0.0 0.0829
H -0.68563 0.43208 -1.96206 0.2 0.6 0.5 0.1336
H -0.45471 -0.56137 1.78524 0.0 -0.1 0.1 0.0620
N -0.99935 0.38863 -0.99742 -1.2 1.8 1.3 -0.0555
C 1.39457 0.08040 0.88899 -0.1 -1.0 -2.3 -0.1366
H 2.45141 -0.20201 0.90877 0.1 -0.1 0.1 0.0969
H -1.88760 -1.28286 -0.07391 0.0 -0.1 0.0 0.0806
H 2.83593 0.68261 -1.17919 -0.3 0.1 0.2 0.1174
H 0.98359 -0.97037 2.73116 0.0 0.1 0.0 0.0745
H 1.37164 1.10094 1.27676 -0.4 0.1 -0.6 0.0978
O -1.71727 1.75167 0.75470 0.8 -0.6 0.3 0.0492
C 0.58097 -0.89390 1.72078 0.0 0.1 -0.1 -0.1077
C -2.12454 -0.52565 -0.81773 0.1 0.1 0.1 -0.0610
O 1.93719 0.65944 -1.53292 -0.6 0.8 -1.0 0.0539
C -0.89446 1.49746 -0.09070 -1.5 -0.2 -3.0 -0.3355
H 0.61403 -1.89276 1.28718 -0.1 0.1 -0.1 0.0766
O 0.90350 -1.29496 -1.21288 -0.1 0.7 0.0 0.0720
H -2.35686 -1.01577 -1.76198 0.1 0.0 0.1 0.0898
H -0.11447 2.19452 -0.43213 0.2 -0.1 0.4 0.1367
C 1.15272 -0.18905 -0.80979 2.9 -2.2 3.9 -0.5275
```
Positions in Å, forces in eV/Å.

***

Entry 6:
A gas-phase ion, C5H11NO3P (charge +1) in a non-equilibrium geometry. Source: the Open Molecules 2025 dataset; level of theory: wB97M-V/def2-TZVPD.

Computed properties:
HOMO energy (spin up / spin down) (eV): -13.98 / -13.55
Spin multiplicity: 1
Charge: +1

The geometry in XYZ format:
```
21
Properties=species:S:1:pos:R:3:forces:R:3:lowdin_charge:R:1
N 2.26418 -0.24402 0.53795 -1.2 2.1 1.6 0.1094
O -2.07423 -0.54864 -1.28810 2.1 -0.7 0.5 -0.2512
H 2.31002 0.41829 -1.38602 0.5 -0.5 -1.4 0.1179
C 2.25637 0.78865 -0.39547 0.0 -1.1 0.0 -0.1530
H -3.30612 0.36892 1.66080 1.1 0.1 -0.2 0.1461
H -3.06003 1.09828 -0.60227 -1.2 -1.8 0.0 0.1622
C 2.56383 -1.55552 0.39642 -1.1 -2.1 -1.1 -0.1160
H 0.57278 1.66067 0.62087 0.1 0.9 1.3 0.1090
H 3.09101 1.48642 -0.23036 -0.3 0.0 0.5 0.1722
H -3.99320 -0.65098 -0.68305 -0.5 0.7 -0.3 0.1340
H 1.76141 -2.24638 0.82141 0.6 1.0 -0.5 0.1473
H 1.19074 2.53253 -0.83270 -0.3 1.3 -0.7 0.1285
C -2.67004 -0.27620 1.01677 -1.5 1.3 -1.1 -0.1853
C 0.89078 1.63074 -0.38755 0.7 -1.5 1.0 -0.1713
C -3.12314 -0.04797 -0.45962 0.9 1.4 1.3 -0.1689
O -1.27691 0.04105 0.96943 0.5 -0.4 -0.2 -0.2575
H 2.84507 -1.81589 -0.60094 -0.1 -0.5 -1.0 0.0980
H -2.82899 -1.25272 1.39371 0.1 -1.3 0.1 0.1085
O -0.12072 0.98373 -1.06043 0.2 0.5 -1.2 -0.2166
H 3.35400 -1.95372 0.98622 1.2 0.4 1.3 0.1168
P -0.64679 -0.41725 -0.47707 -1.7 0.0 0.2 0.9698
```
Positions in Å, forces in eV/Å.

***

Entry 7:
A single C5H11NO3S molecule in a non-equilibrium geometry. Source: the Open Molecules 2025 dataset; level of theory: wB97M-V/def2-TZVPD.

Computed properties:
Structure (SMILES): CC[C@H](S)C(O)(O)C(N)=O
HOMO energy (eV): -9.11
Spin multiplicity: 1

The geometry in XYZ format:
```
21
Properties=species:S:1:pos:R:3:forces:R:3:lowdin_charge:R:1
C -0.91401 2.39539 1.45189 -1.8 -0.7 -0.4 -0.4436
H 1.11144 -2.44649 -1.70617 1.8 -1.7 -0.4 0.0418
O -1.38992 -0.04908 1.82114 0.7 0.3 -0.1 0.0174
C 0.18875 -2.02605 -1.53461 -0.1 4.5 -1.3 -0.1000
C -0.41061 0.13962 -0.34323 -1.7 1.9 1.9 -0.5689
H -0.64414 -2.62464 -1.54731 -1.6 -1.9 -0.1 0.0420
H -1.51587 0.21135 -0.63684 1.7 -0.7 0.0 0.1425
C 0.23214 -1.22825 -0.23117 -0.5 -1.3 1.6 -0.3104
H -2.02372 0.38686 2.39382 0.0 0.6 0.1 0.1016
H 1.36188 1.43435 -0.44782 1.0 0.3 0.4 -0.1570
O 0.80920 0.70996 1.67778 0.8 0.9 0.9 -0.0191
H 0.99152 -0.13113 2.10142 -0.4 -0.2 -0.1 0.1148
S 0.57422 1.14037 -1.44510 -0.4 0.6 -1.0 0.8074
H -0.01864 4.30587 1.31376 -0.4 -2.2 0.4 0.1609
H -0.32525 -1.81239 0.52694 -0.2 0.2 -0.4 0.1110
O -2.06423 2.74563 1.70695 1.0 -1.3 -0.2 0.0505
H 0.05465 -1.30809 -2.45294 0.2 -1.1 1.7 0.0905
H 0.96406 2.90617 0.95944 -1.1 0.5 0.9 0.0985
H 1.23386 -1.24346 0.29738 -0.7 0.7 -1.3 0.1260
N 0.09737 3.25472 1.42539 2.8 1.7 -1.5 0.1563
C -0.47934 0.83654 1.18745 -1.0 -1.3 -1.1 -0.4622
```
Positions in Å, forces in eV/Å.

***

Entry 8:
2 unconnected molecules or ions with the total composition C5H11NO3S2 in a non-equilibrium geometry. Source: the Open Molecules 2025 dataset; level of theory: wB97M-V/def2-TZVPD.

Computed properties:
Structure (SMILES): CS(=O)(=O)O.CCCN=C=S
HOMO energy (eV): -9.58
Spin multiplicity: 1

The geometry in XYZ format:
```
22
Properties=species:S:1:pos:R:3:forces:R:3:lowdin_charge:R:1
C 3.67215 0.68905 -0.18591 -0.9 -1.2 -5.3 -0.0872
H -2.47032 1.21678 2.29594 -0.9 0.1 2.5 0.0270
C -1.85947 0.88749 1.53785 0.6 1.8 -3.9 -0.0926
S 0.28229 -3.24095 0.31125 0.7 -0.9 0.4 0.7852
H -2.76063 -0.23814 -1.72697 0.8 0.5 0.5 0.1282
S 1.99622 0.04618 -0.59796 4.8 -2.4 -2.0 0.5066
H -3.41463 1.42033 -0.00794 -0.1 -0.8 0.7 0.1093
N -1.41744 -1.28201 -0.56250 0.6 1.3 -0.3 0.1047
H 1.61842 -2.18155 -0.53750 1.6 1.7 -1.0 -0.0437
O 2.25189 -1.48356 -1.07714 -0.9 0.4 0.8 -0.2849
H -1.03583 0.20982 1.71893 -0.5 -0.7 0.4 0.0520
H 4.19067 0.11227 0.45130 1.3 -2.4 2.5 0.0152
C -2.07380 -0.00500 -0.87624 -2.2 -1.6 1.2 -0.1615
H 4.31319 0.73555 -1.13817 -1.2 0.3 1.3 0.1089
O 1.53724 0.78916 -1.70447 -0.9 0.8 -0.7 -0.2748
C -2.89005 0.51593 0.36643 1.9 -1.5 1.0 -0.1957
H -1.38999 0.78703 -1.03590 1.1 0.3 -0.9 0.0940
H 3.46786 1.58758 0.24456 -0.4 2.8 0.9 0.0239
C -0.57069 -2.01297 -0.20380 -2.1 0.4 -0.2 -0.7239
H -1.30581 1.82280 1.23556 -0.5 -0.7 0.1 0.0866
H -3.48652 -0.31370 0.87401 0.0 1.2 -1.4 0.1202
O 1.34525 -0.06207 0.61868 -2.7 0.4 3.4 -0.2973
```
Positions in Å, forces in eV/Å.